Record 1
{"formula": "C3H3FeO", "method": "ωB97M-V with the def2-TZVPD basis set", "species": ["Fe", "H", "H", "O", "C", "C", "H", "C"], "positions_angstrom": [[0.462, 1.326, 3.207], [-0.248, -0.962, 1.118], [-1.724, 0.382, -1.768], [0.579, 0.859, 1.180], [0.366, -0.540, -1.829], [-0.733, -0.038, -1.775], [1.351, -0.968, -1.889], [-0.053, -0.060, 1.756]], "homo_energy_ev": [-13.414, -14.042], "multiplicity": 7, "lumo_energy_ev": [-6.15, -7.76], "total_charge": 1, "de_lowest_ev": 0.000, "gap_ev": [7.3, 6.3]}


Record 2
{"formula": "C3H3FeO4", "method": "ωB97M-V with the def2-TZVPD basis set", "species": ["O", "O", "O", "O", "H", "Fe", "C", "C", "H", "C", "H"], "positions_angstrom": [[-1.058, 0.613, 1.715], [1.556, 0.282, -1.743], [-1.197, 1.380, -0.367], [-0.208, -0.581, 0.132], [-1.273, -0.909, -1.612], [0.831, 0.195, 1.808], [0.775, -0.574, -2.074], [-1.075, 0.492, 0.450], [0.755, -0.979, -3.108], [-0.291, -1.127, -1.166], [-0.150, -2.211, -1.059]], "homo_energy_ev": [-19.931, -19.747], "multiplicity": 6, "lumo_energy_ev": [-11.22, -14.40], "total_charge": 2, "de_lowest_ev": 3.346, "gap_ev": [8.7, 5.3]}


Record 3
{"formula": "C3H3GdLiO3", "method": "ωB97M-V with the def2-TZVPD basis set", "species": ["Li", "O", "O", "H", "O", "Gd", "H", "C", "C", "C", "H"], "positions_angstrom": [[-2.869, 0.807, 1.431], [0.054, 1.066, 0.542], [0.690, -0.760, -0.478], [-0.696, -1.664, 0.755], [2.187, 0.837, -0.043], [4.497, 0.388, -0.651], [-1.717, 0.964, -0.723], [-1.221, 0.392, 0.228], [1.028, 0.399, -0.004], [-0.720, -0.980, -0.106], [-1.234, -1.450, -0.952]], "homo_energy_ev": [-21.356, -18.639], "multiplicity": 8, "lumo_energy_ev": [-12.90, -14.12], "total_charge": 3, "gap_ev": [8.5, 4.5]}


Record 4
{"formula": "C3H3GdO2", "method": "ωB97M-V with the def2-TZVPD basis set", "species": ["O", "C", "Gd", "H", "C", "O", "H", "H", "C"], "positions_angstrom": [[0.358, -0.332, -0.023], [1.397, 0.352, 0.026], [5.044, 0.841, 0.060], [-1.080, 1.308, 0.132], [-1.098, 0.224, 0.029], [2.571, 0.095, -0.074], [-3.110, -0.190, 0.048], [-1.977, -1.686, -0.161], [-2.106, -0.610, -0.037]], "homo_energy_ev": [-21.499, -21.284], "multiplicity": 9, "lumo_energy_ev": [-13.41, -17.00], "total_charge": 3, "de_lowest_ev": 0.792, "gap_ev": [8.1, 4.3]}


Record 5
{"formula": "C3H3I3O", "method": "ωB97M-V with the def2-TZVPD basis set", "species": ["I", "I", "C", "H", "I", "O", "C", "H", "C", "H"], "positions_angstrom": [[1.440, -1.372, -0.827], [-4.298, -1.530, -0.035], [0.948, 0.445, 0.151], [1.035, 0.437, 1.274], [-2.057, 2.094, -0.611], [0.865, 1.581, -0.546], [-1.628, 0.200, 0.003], [0.677, 1.261, -1.463], [-2.084, -1.011, 0.212], [-1.473, -1.984, 0.129]], "homo_energy_ev": [-7.868, -8.044], "multiplicity": 1, "lumo_energy_ev": [-1.25, -0.48], "total_charge": 0, "de_lowest_ev": 3.931, "gap_ev": [6.6, 7.6]}


Record 6
{"formula": "C3H3IN2S", "method": "ωB97M-V with the def2-TZVPD basis set", "species": ["C", "I", "N", "C", "N", "H", "H", "H", "C", "S"], "positions_angstrom": [[0.145, -0.831, 0.253], [-3.188, -0.414, -0.188], [2.129, 0.355, 0.190], [-0.310, 0.435, -0.104], [-1.530, 0.947, -0.116], [2.233, -1.690, 0.611], [-1.565, 2.149, -1.202], [-0.560, -1.686, 0.513], [1.556, -0.784, 0.335], [1.090, 1.520, -0.291]], "homo_energy_ev": [-8.428, -8.424], "multiplicity": 1, "lumo_energy_ev": [-1.79, -1.79], "total_charge": 0, "de_lowest_ev": 3.662, "gap_ev": [6.6, 6.6]}


Record 7
{"formula": "C3H3IN2S", "method": "ωB97M-V with the def2-TZVPD basis set", "species": ["N", "I", "C", "H", "C", "N", "S", "H", "C", "H"], "positions_angstrom": [[0.028, 0.225, 2.215], [4.646, -0.563, -0.357], [0.661, -0.689, 1.352], [1.006, -1.573, 1.753], [-0.326, 1.193, 1.486], [-0.093, 1.063, 0.157], [3.220, 1.222, 0.222], [0.869, -0.396, -0.978], [0.518, -0.186, 0.078], [-0.374, 1.598, -0.574]], "homo_energy_ev": [-8.831, -8.992], "multiplicity": 1, "lumo_energy_ev": [-2.40, -1.07], "total_charge": 0, "de_lowest_ev": 3.367, "gap_ev": [6.4, 7.9]}


Record 8
{"formula": "C3H3INOS", "method": "ωB97M-V with the def2-TZVPD basis set", "species": ["C", "I", "H", "H", "H", "O", "C", "C", "N", "S"], "positions_angstrom": [[-0.417, 1.728, 3.561], [1.175, 2.556, -1.321], [0.963, -0.363, -1.040], [-0.956, 1.233, 0.773], [-0.840, -0.549, 0.853], [-1.339, 1.201, 3.163], [-0.347, 0.377, 0.650], [0.858, 0.267, -0.204], [1.114, 0.097, 1.061], [0.807, 2.551, 3.966]], "homo_energy_ev": -3.391, "multiplicity": 1, "lumo_energy_ev": 3.00, "total_charge": -1, "de_lowest_ev": 0.426, "gap_ev": 6.4}


Record 9
{"formula": "C3H3LaO2", "method": "ωB97M-V with the def2-TZVPD basis set", "species": ["H", "H", "C", "O", "C", "C", "H", "O", "La"], "positions_angstrom": [[-1.381, -0.722, -1.162], [-1.220, -2.027, 0.127], [-0.261, -0.071, -0.038], [1.637, -0.618, 0.036], [-1.411, -0.953, -0.039], [2.741, 0.617, 0.215], [-2.359, -0.584, 0.389], [2.422, 1.739, 0.253], [-0.168, 2.619, 0.219]], "homo_energy_ev": [-16.106, -16.116], "multiplicity": 1, "lumo_energy_ev": [-10.99, -10.99], "total_charge": 2, "de_lowest_ev": 8.055, "gap_ev": [5.1, 5.1]}


Record 10
{"formula": "C3H3LiMgO3", "method": "ωB97M-V with the def2-TZVPD basis set", "species": ["Mg", "C", "C", "Li", "O", "O", "H", "H", "H", "C", "O"], "positions_angstrom": [[4.174, -0.324, 0.275], [-0.183, 0.091, 0.063], [-1.301, 1.014, 0.072], [-3.251, -1.129, -0.128], [0.937, 0.552, 0.704], [2.255, -0.887, -0.394], [-1.081, 2.061, -0.198], [-1.242, -1.499, 0.085], [0.009, -0.463, -0.864], [2.157, 0.036, 0.438], [-2.474, 0.546, -0.053]], "homo_energy_ev": [-9.553, -13.018], "multiplicity": 2, "lumo_energy_ev": [-5.68, -5.67], "total_charge": 1, "de_lowest_ev": 3.537, "gap_ev": [3.9, 7.4]}


Record 11
{"formula": "C3H3LiO2Rb", "method": "ωB97M-V with the def2-TZVPD basis set", "species": ["Li", "C", "H", "H", "Rb", "C", "H", "O", "O", "C"], "positions_angstrom": [[3.263, 0.726, 0.892], [-2.020, 0.124, -1.004], [-2.281, -0.258, -0.013], [-2.974, -0.076, -1.485], [2.424, -0.913, 4.029], [-1.444, 1.454, -0.747], [-1.368, -0.300, -1.772], [-1.003, 2.477, -0.514], [2.574, -1.291, 0.757], [2.828, -1.942, -0.143]], "homo_energy_ev": [-8.158, -7.734], "multiplicity": 1, "lumo_energy_ev": [-3.59, -4.01], "total_charge": 1, "de_lowest_ev": 5.582, "gap_ev": [4.6, 3.7]}


Record 12
{"formula": "C3H3LiO3Tl", "method": "ωB97M-V with the def2-TZVPD basis set", "species": ["H", "Li", "O", "C", "O", "Tl", "H", "C", "C", "O", "H"], "positions_angstrom": [[-2.658, -1.467, -0.453], [-0.523, 1.070, 1.384], [0.326, 2.053, -0.189], [-0.480, -1.330, -0.582], [2.053, 0.669, -0.468], [3.845, 2.195, 0.585], [-0.440, -1.426, -1.668], [1.220, 1.295, 0.300], [-1.752, -1.057, 0.026], [-1.866, -0.246, 0.978], [0.277, -1.757, 0.086]], "homo_energy_ev": [-6.667, -5.901], "multiplicity": 2, "lumo_energy_ev": [-0.45, -1.25], "total_charge": 0, "de_lowest_ev": 1.644, "gap_ev": [6.2, 4.6]}


Question: What is the multiplicity in the twelfth record?
Answer: 2


Question: What is the multiplicity in the seventh record?
Answer: 1


Question: Which value of multiplicity does entry 2 give?
Answer: 6